{"formula": "C42H105InN7NaO18P", "method": "ωB97M-V with the def2-TZVPD basis set", "species": ["In", "Na", "P", "O", "O", "O", "O", "C", "O", "C", "C", "N", "C", "C", "O", "C", "H", "H", "H", "H", "H", "H", "H", "H", "H", "H", "H", "H", "H", "H", "H", "C", "O", "C", "C", "N", "C", "C", "O", "C", "H", "H", "H", "H", "H", "H", "H", "H", "H", "H", "H", "H", "H", "H", "H", "C", "O", "C", "C", "N", "C", "C", "O", "C", "H", "H", "H", "H", "H", "H", "H", "H", "H", "H", "H", "H", "H", "H", "H", "C", "O", "C", "C", "N", "C", "C", "O", "C", "H", "H", "H", "H", "H", "H", "H", "H", "H", "H", "H", "H", "H", "H", "H", "C", "O", "C", "C", "N", "C", "C", "O", "C", "H", "H", "H", "H", "H", "H", "H", "H", "H", "H", "H", "H", "H", "H", "H", "C", "O", "C", "C", "N", "C", "C", "O", "C", "H", "H", "H", "H", "H", "H", "H", "H", "H", "H", "H", "H", "H", "H", "H", "C", "O", "C", "C", "N", "C", "C", "O", "C", "H", "H", "H", "H", "H", "H", "H", "H", "H", "H", "H", "H", "H", "H", "H"], "xyz": [[1.60, -0.99, 1.66], [-1.04, -2.82, -2.44], [-0.69, -1.07, -0.27], [-0.98, -1.10, 1.29], [-1.91, -1.11, -1.20], [0.24, -2.33, -0.43], [0.31, 0.12, -0.47], [0.24, -0.49, -3.66], [-0.47, -1.52, -4.32], [-1.47, -1.06, -5.23], [-2.68, -0.39, -4.58], [-3.32, -1.18, -3.53], [-4.65, -0.63, -3.32], [-5.37, -1.38, -2.20], [-6.69, -0.89, -2.05], [-7.47, -1.64, -1.18], [-0.39, 0.11, -2.99], [0.78, 0.19, -4.33], [1.02, -0.96, -3.06], [-1.84, -1.93, -5.77], [-0.97, -0.47, -6.01], [-3.34, -0.28, -5.44], [-2.39, 0.60, -4.22], [-2.78, -1.14, -2.66], [-5.31, -0.46, -4.17], [-4.50, 0.37, -2.89], [-4.80, -1.26, -1.27], [-5.43, -2.44, -2.48], [-7.75, -2.63, -1.57], [-8.35, -1.09, -0.87], [-6.95, -1.83, -0.22], [2.44, 2.06, -2.56], [3.42, 2.94, -2.03], [4.59, 2.32, -1.51], [5.53, 3.36, -0.97], [4.93, 4.13, 0.10], [5.71, 5.26, 0.55], [7.06, 4.89, 1.15], [6.96, 3.87, 2.12], [8.23, 3.32, 2.47], [2.19, 1.35, -1.77], [2.84, 1.51, -3.42], [1.59, 2.63, -2.91], [5.08, 1.73, -2.30], [4.20, 1.61, -0.76], [5.81, 4.02, -1.81], [6.47, 2.90, -0.65], [4.04, 4.47, -0.25], [5.24, 5.88, 1.31], [5.91, 6.02, -0.23], [7.54, 5.78, 1.57], [7.74, 4.59, 0.34], [9.00, 3.46, 1.71], [8.04, 2.25, 2.60], [8.54, 3.74, 3.43], [-4.74, -4.78, 2.00], [-4.59, -3.59, 2.73], [-3.99, -2.51, 2.03], [-3.82, -1.35, 2.99], [-3.23, -0.16, 2.36], [-4.03, 0.40, 1.25], [-3.36, 1.67, 0.68], [-3.80, 2.82, 1.38], [-3.24, 2.97, 2.68], [-5.08, -5.58, 2.65], [-3.76, -5.02, 1.59], [-5.50, -4.68, 1.21], [-4.71, -2.34, 1.22], [-3.01, -2.79, 1.62], [-3.18, -1.60, 3.84], [-4.77, -1.04, 3.44], [-2.37, -0.55, 1.88], [-5.06, 0.62, 1.52], [-4.03, -0.35, 0.45], [-3.79, 1.64, -0.33], [-2.27, 1.65, 0.60], [-2.20, 3.30, 2.60], [-3.33, 2.05, 3.26], [-3.90, 3.70, 3.15], [0.88, -1.59, 5.41], [0.36, -0.88, 4.29], [-0.24, 0.35, 4.70], [-0.50, 1.26, 3.52], [0.72, 1.63, 2.77], [0.39, 2.48, 1.62], [1.70, 2.91, 0.96], [2.53, 3.62, 1.84], [2.10, 4.93, 2.17], [0.04, -1.95, 6.02], [1.51, -0.97, 6.05], [1.30, -2.53, 5.06], [0.36, 0.87, 5.45], [-1.19, 0.10, 5.18], [-0.79, 2.25, 3.89], [-1.19, 0.79, 2.83], [1.39, 2.08, 3.39], [-0.09, 3.42, 1.90], [-0.16, 1.89, 0.89], [1.44, 3.50, 0.07], [2.29, 2.09, 0.55], [1.68, 5.43, 1.29], [2.98, 5.50, 2.49], [1.38, 4.88, 2.99], [-1.31, 6.36, 2.32], [-2.22, 7.05, 1.52], [-2.94, 6.14, 0.69], [-2.21, 5.59, -0.56], [-1.52, 4.34, -0.22], [-0.81, 3.73, -1.34], [-1.65, 3.17, -2.48], [-2.17, 4.23, -3.27], [-3.10, 3.79, -4.23], [-0.70, 7.09, 2.88], [-0.54, 5.78, 1.80], [-1.75, 5.66, 3.04], [-3.77, 6.73, 0.32], [-3.39, 5.33, 1.26], [-1.50, 6.36, -0.86], [-3.01, 5.44, -1.28], [-2.22, 3.68, 0.10], [-0.30, 2.86, -0.92], [0.05, 4.31, -1.70], [-2.41, 2.49, -2.09], [-0.97, 2.62, -3.14], [-3.80, 3.04, -3.84], [-2.56, 3.35, -5.08], [-3.72, 4.65, -4.48], [4.08, -3.81, -4.62], [3.63, -4.59, -3.53], [2.33, -4.19, -3.16], [1.84, -5.11, -2.06], [0.47, -4.77, -1.68], [-0.21, -5.77, -0.87], [-1.60, -5.25, -0.51], [-2.26, -4.95, -1.74], [-3.51, -4.31, -1.52], [3.44, -3.89, -5.51], [5.10, -4.09, -4.86], [4.02, -2.75, -4.35], [1.62, -4.12, -3.99], [2.37, -3.18, -2.72], [2.52, -5.11, -1.20], [1.85, -6.16, -2.38], [0.62, -4.02, -1.00], [0.33, -6.02, 0.06], [-0.22, -6.72, -1.43], [-1.37, -4.30, -0.01], [-2.15, -5.97, 0.09], [-4.30, -4.91, -1.05], [-3.91, -3.99, -2.48], [-3.34, -3.42, -0.90], [-0.56, -4.06, 2.83], [0.78, -3.56, 2.72], [1.72, -4.55, 3.11], [3.09, -3.92, 3.31], [3.58, -3.18, 2.14], [3.97, -3.99, 1.01], [4.30, -3.13, -0.19], [3.21, -2.25, -0.46], [3.63, -1.20, -1.32], [-0.65, -4.94, 2.19], [-1.16, -3.24, 2.47], [-0.80, -4.32, 3.86], [1.75, -5.23, 2.26], [1.53, -5.07, 4.06], [3.82, -4.64, 3.68], [2.96, -3.17, 4.10], [4.36, -2.62, 2.44], [3.16, -4.67, 0.74], [4.81, -4.65, 1.30], [4.40, -3.72, -1.11], [5.19, -2.56, 0.09], [4.40, -0.56, -0.86], [2.74, -0.62, -1.54], [4.08, -1.50, -2.27]], "lowdin_charge": [1.371, 0.332, 0.082, -0.373, -0.328, -0.382, -0.361, -0.103, -0.215, -0.174, -0.200, -0.034, -0.185, -0.228, -0.170, -0.119, 0.070, 0.098, 0.078, 0.126, 0.128, 0.127, 0.101, 0.037, 0.129, 0.114, 0.098, 0.112, 0.091, 0.090, 0.078, -0.095, -0.197, -0.218, -0.195, -0.041, -0.212, -0.254, -0.183, -0.101, 0.053, 0.094, 0.085, 0.128, 0.097, 0.130, 0.121, 0.104, 0.112, 0.123, 0.127, 0.109, 0.085, 0.081, 0.086, -0.101, -0.190, -0.219, -0.176, -0.077, -0.167, -0.199, -0.200, -0.093, 0.091, 0.067, 0.087, 0.114, 0.097, 0.114, 0.126, 0.031, 0.137, 0.079, 0.118, 0.104, 0.053, 0.076, 0.100, -0.078, -0.255, -0.180, -0.169, 0.011, -0.197, -0.225, -0.192, -0.080, 0.107, 0.103, 0.064, 0.131, 0.142, 0.136, 0.086, 0.134, 0.110, 0.082, 0.112, 0.104, 0.096, 0.089, 0.084, -0.147, -0.155, -0.193, -0.164, -0.026, -0.208, -0.207, -0.193, -0.101, 0.092, 0.045, 0.081, 0.123, 0.103, 0.134, 0.114, 0.070, 0.078, 0.125, 0.112, 0.111, 0.078, 0.088, 0.092, -0.102, -0.179, -0.217, -0.170, -0.060, -0.183, -0.204, -0.182, -0.096, 0.093, 0.093, 0.076, 0.133, 0.102, 0.099, 0.130, 0.054, 0.112, 0.127, 0.103, 0.126, 0.093, 0.083, 0.077, -0.045, -0.258, -0.207, -0.177, -0.056, -0.171, -0.174, -0.254, -0.102, 0.089, 0.068, 0.107, 0.121, 0.141, 0.139, 0.107, 0.129, 0.109, 0.147, 0.130, 0.135, 0.086, 0.061, 0.097], "charge": 1, "homo_energy_ev": -10.17, "e_lumo_ev": -6.88, "orbital_gap_ev": 3.3}

{"formula": "C2H3BaLiO4", "method": "ωB97M-V with the def2-TZVPD basis set", "species": ["O", "C", "C", "O", "O", "O", "Ba", "Li", "H", "H", "H"], "xyz": [[-0.70, 0.31, -0.39], [-0.26, 0.98, -1.32], [1.21, 1.13, -1.52], [1.95, 0.50, -0.57], [-1.35, -3.20, 3.14], [-1.56, -1.93, 3.96], [1.04, -0.69, 1.22], [-2.16, -1.51, 1.69], [-0.96, 1.42, -2.06], [1.38, 2.23, -1.59], [1.40, 0.76, -2.56]], "lowdin_charge": [-0.225, -0.215, -0.405, -0.615, -0.673, -0.680, 1.803, 0.602, 0.138, 0.134, 0.136], "homo_energy_ev": [-4.66, -4.85], "e_lumo_ev": [-1.08, -1.11], "orbital_gap_ev": [3.6, 3.7]}

{"formula": "BrClFNO", "method": "ωB97M-V with the def2-TZVPD basis set", "species": ["N", "O", "F", "Cl", "Br"], "xyz": [[1.14, 1.40, 0.47], [1.21, 0.76, -0.44], [-1.04, 0.07, 0.08], [1.13, -1.32, 0.02], [-2.44, -0.92, -0.14]], "nbo_charge": [0.382, 0.033, -0.468, -0.409, 0.462], "homo_energy_ev": [-9.63, -9.64], "e_lumo_ev": [-1.81, -1.81], "orbital_gap_ev": [7.8, 7.8], "de_lowest_ev": 2.4323}

{"formula": "C24H45ClLaO4P2", "method": "ωB97M-V with the def2-TZVPD basis set", "species": ["La", "C", "C", "C", "C", "C", "C", "H", "H", "H", "C", "H", "H", "H", "C", "H", "H", "H", "C", "H", "H", "H", "C", "H", "H", "H", "C", "C", "C", "C", "C", "C", "C", "C", "H", "H", "H", "H", "H", "H", "H", "H", "H", "H", "H", "H", "P", "C", "H", "H", "H", "C", "H", "H", "H", "C", "H", "H", "H", "P", "C", "H", "H", "H", "C", "H", "H", "H", "C", "H", "H", "H", "O", "Cl", "O", "O", "O"], "xyz": [[0.02, 0.02, 0.64], [-1.66, 1.62, 0.81], [-2.04, 0.65, -0.26], [-1.94, -0.62, 1.78], [-1.67, 0.86, 2.09], [-2.19, -0.74, 0.34], [-1.73, 3.12, 0.68], [-1.40, 3.48, -0.30], [-1.13, 3.64, 1.43], [-2.77, 3.46, 0.81], [-1.69, 1.47, 3.43], [-1.45, 2.52, 3.46], [-0.95, 1.01, 4.12], [-2.63, 1.30, 3.93], [-2.15, -1.66, 2.81], [-3.22, -1.74, 3.05], [-1.64, -1.45, 3.76], [-1.81, -2.65, 2.50], [-3.08, -1.85, -0.13], [-4.12, -1.60, 0.11], [-2.89, -2.80, 0.39], [-3.09, -2.10, -1.21], [-2.87, 1.17, -1.37], [-3.81, 1.57, -0.96], [-3.21, 0.42, -2.10], [-2.42, 2.02, -1.91], [1.53, 0.41, -2.73], [0.53, 1.27, -2.88], [-0.06, 1.63, -4.21], [-0.92, 0.49, -4.76], [-0.97, -0.73, -3.86], [0.06, -1.58, -3.77], [1.36, -1.36, -4.51], [2.23, -0.26, -3.88], [0.75, 1.87, -4.92], [-0.52, 0.19, -5.74], [-0.64, 2.57, -4.13], [2.50, 0.48, -4.63], [1.95, 0.05, -1.78], [-0.01, 1.79, -2.08], [3.19, -0.67, -3.54], [1.91, -2.31, -4.61], [-0.08, -2.58, -3.39], [1.16, -1.10, -5.55], [-1.93, 0.82, -5.05], [-1.94, -1.07, -3.51], [1.67, 1.73, 1.28], [1.38, 2.60, 2.89], [2.25, 3.22, 3.12], [1.24, 1.94, 3.75], [0.52, 3.28, 2.84], [3.43, 1.25, 1.55], [3.98, 2.10, 1.97], [3.92, 0.96, 0.61], [3.53, 0.41, 2.25], [1.95, 3.28, 0.33], [2.45, 3.10, -0.63], [2.61, 3.95, 0.90], [1.02, 3.83, 0.13], [0.94, -2.21, 0.45], [-0.20, -3.63, 0.08], [0.39, -4.47, -0.31], [-1.00, -3.43, -0.63], [-0.73, -4.00, 0.98], [2.62, -2.60, -0.21], [2.60, -2.80, -1.28], [3.03, -3.52, 0.23], [3.35, -1.80, -0.01], [1.37, -3.15, 2.01], [1.60, -4.21, 1.77], [0.56, -3.16, 2.74], [2.27, -2.76, 2.49], [0.84, -1.26, 4.38], [0.06, -0.08, 4.51], [-1.10, -0.48, 5.42], [0.89, 0.84, 5.31], [0.04, 0.01, 2.73]], "lowdin_charge": [1.400, -0.348, -0.368, -0.312, -0.281, -0.331, -0.038, 0.081, 0.067, 0.107, -0.008, 0.098, -0.028, 0.123, -0.018, 0.117, 0.045, 0.080, -0.041, 0.106, 0.070, 0.081, -0.050, 0.103, 0.077, 0.078, -0.142, -0.132, -0.165, -0.160, -0.114, -0.121, -0.171, -0.169, 0.115, 0.110, 0.115, 0.115, 0.071, 0.087, 0.112, 0.113, 0.101, 0.111, 0.115, 0.096, 0.727, -0.226, 0.064, 0.006, 0.045, -0.232, 0.060, 0.046, 0.056, -0.248, 0.045, 0.055, 0.037, 0.736, -0.250, 0.062, 0.019, 0.052, -0.253, 0.040, 0.056, 0.047, -0.266, 0.065, 0.037, 0.055, -0.327, 0.875, -0.306, -0.274, -0.697], "charge": 1, "homo_energy_ev": [-10.45, -10.45], "e_lumo_ev": [-4.72, -4.74], "orbital_gap_ev": [5.7, 5.7], "de_lowest_ev": 12.2433}